Record 1
Entry from the OMol25 dataset: a gas-phase ion, C23H41BClFN3O8P2 (charge +1) in a non-equilibrium geometry (ωB97M-V/def2-TZVPD).

The geometry in XYZ format:
```
80
Properties=species:S:1:pos:R:3
C 0.83 -3.25 4.38
C -0.44 -3.41 3.35
C 0.06 -3.44 1.79
C 0.51 -1.94 1.32
C 2.04 -2.20 0.91
C -0.45 -1.16 0.27
N -1.76 -1.80 0.31
C -2.54 -1.83 1.33
C -2.94 -0.81 2.48
C -3.36 -3.25 1.47
C 0.00 -1.56 -1.26
Cl 0.17 -3.41 -1.50
B -1.20 -1.32 -2.39
O -1.22 -0.17 -3.28
O -2.28 -2.27 -2.61
O 1.18 -0.94 -1.76
C 1.40 0.43 -1.38
C 2.93 0.77 -1.85
C 3.06 0.32 -3.41
O 2.19 1.10 -4.29
C 4.58 0.74 -3.82
N 5.58 -0.06 -3.06
C 0.94 0.98 0.01
C 0.88 2.60 -0.24
P 2.07 1.02 1.55
P 4.14 1.55 1.19
O 5.04 0.34 0.87
O 4.72 2.10 2.73
O 4.45 2.84 0.13
N -0.43 0.37 0.42
F -0.45 0.75 1.77
C -1.50 1.19 -0.18
O -2.87 0.74 -0.27
C -3.79 1.84 -0.36
C -4.69 2.32 0.83
C -5.71 3.50 0.70
C -5.84 4.22 -0.67
C -4.92 3.79 -1.86
C -3.91 2.62 -1.72
H 0.64 -3.84 5.33
H 1.83 -3.47 3.88
H 0.82 -2.13 4.70
H -0.89 -4.44 3.55
H -1.13 -2.54 3.57
H -0.68 -3.95 1.10
H 0.96 -4.17 1.84
H 0.59 -1.40 2.35
H 2.22 -3.21 0.37
H 2.64 -2.30 1.89
H 2.56 -1.41 0.29
H -3.74 -1.22 3.21
H -2.01 -0.64 3.15
H -3.31 0.21 2.15
H -4.31 -3.12 2.09
H -2.72 -4.07 1.93
H -3.65 -3.57 0.41
H -2.14 0.20 -3.19
H -2.28 -2.46 -3.58
H 0.79 1.03 -2.17
H 3.71 0.15 -1.30
H 3.10 1.89 -1.85
H 2.97 -0.81 -3.56
H 1.52 0.46 -4.61
H 4.76 0.64 -4.95
H 4.72 1.86 -3.59
H 5.98 0.55 -2.33
H 6.32 -0.44 -3.67
H 1.91 3.08 -0.25
H 0.37 2.89 -1.22
H 0.32 3.09 0.64
H 1.60 2.15 2.35
H 4.68 3.08 2.72
H 4.11 3.65 0.59
H -1.64 2.15 0.46
H -1.27 1.44 -1.28
H -4.64 1.83 1.86
H -6.36 3.85 1.57
H -6.58 5.07 -0.87
H -4.99 4.32 -2.88
H -3.24 2.30 -2.60
```

* SMILES: CCC[C@@H](C)[C@]1(N=C(C)C)[C@@](Cl)(B(O)O)O[C@H](C[C@@H](O)CN)[C@](C)(PP(=O)(O)O)[N@@+]1(F)COc1ccccc1
* HOMO energy: -11.109 eV
* electronic energy: -2934.2026 hartree
* Kohn-Sham gap: 7.9 eV
* net charge: +1


Record 2
Entry from the OMol25 dataset: 3 unconnected molecules or ions with the total composition C23H41BrCl2N3O2S in a non-equilibrium geometry (ωB97M-V/def2-TZVPD).

The geometry in XYZ format:
```
73
Properties=species:S:1:pos:R:3
C 5.99 0.14 0.27
C 6.22 1.54 -0.38
O 5.08 2.02 -1.09
C 4.10 2.47 -0.19
C 2.86 3.08 -0.93
O 1.63 2.39 -0.60
C 1.19 2.63 0.63
N 1.82 2.44 1.86
C 1.08 2.74 2.94
Br 1.68 2.55 4.72
N -0.09 3.18 2.43
N -1.11 3.61 3.30
C -0.78 4.73 3.77
S -0.12 5.89 4.57
C -0.08 3.10 1.04
C -1.24 3.47 0.18
Cl -1.13 4.69 -1.09
C -2.44 2.87 0.38
C -2.74 1.81 1.43
Cl -3.83 3.35 -0.60
H 6.87 -0.52 0.25
H 5.72 0.28 1.35
H 5.11 -0.34 -0.20
H 7.10 1.47 -1.05
H 6.51 2.24 0.43
H 4.55 3.21 0.52
H 3.71 1.57 0.35
H 2.77 4.16 -0.68
H 3.08 2.97 -2.01
H 2.77 2.10 2.02
H -3.47 2.21 2.16
H -1.85 1.46 1.99
H -3.24 0.95 0.94
C -6.27 0.46 -1.15
C -6.78 1.60 -2.03
C -8.30 1.67 -2.10
C -8.99 0.45 -2.71
C -8.54 0.09 -4.13
C -8.84 1.18 -5.15
H -6.56 -0.51 -1.54
H -5.17 0.48 -1.11
H -6.65 0.56 -0.13
H -6.35 1.50 -3.04
H -6.40 2.54 -1.63
H -8.58 2.57 -2.67
H -8.70 1.82 -1.09
H -10.07 0.62 -2.71
H -8.83 -0.42 -2.06
H -9.06 -0.83 -4.43
H -7.47 -0.15 -4.14
H -9.91 1.40 -5.18
H -8.54 0.85 -6.15
H -8.30 2.10 -4.93
C 4.15 -7.15 0.97
C 3.86 -5.68 0.70
C 5.09 -4.88 0.29
C 6.20 -4.80 1.35
C 5.77 -4.23 2.70
C 5.30 -2.78 2.61
H 4.84 -7.28 1.81
H 3.23 -7.68 1.21
H 4.59 -7.63 0.09
H 3.38 -5.23 1.58
H 3.12 -5.61 -0.11
H 4.78 -3.86 0.02
H 5.51 -5.31 -0.62
H 7.02 -4.20 0.95
H 6.61 -5.80 1.51
H 6.63 -4.27 3.38
H 4.99 -4.84 3.15
H 6.08 -2.14 2.20
H 5.05 -2.41 3.61
H 4.41 -2.68 1.99
```

* HOMO energy: -12.146 eV
* electronic energy: -5107.9327 hartree
* Kohn-Sham gap: 7.8 eV
* net charge: +1


Record 3
Entry from the OMol25 dataset: a molecular structure, C23H41Cl3MnN3O3Si in a non-equilibrium geometry (ωB97M-V/def2-TZVPD).

The geometry in XYZ format:
```
75
Properties=species:S:1:pos:R:3
C -0.43 -3.13 -2.99
C -1.74 -2.85 -2.33
H -0.27 -4.20 -3.13
H 0.39 -2.72 -2.39
H -0.41 -2.65 -3.98
C -2.75 -3.72 -2.16
C -2.74 -5.15 -2.59
H -3.69 -3.39 -1.69
H -1.77 -5.47 -3.01
H -3.51 -5.34 -3.36
H -2.99 -5.83 -1.75
Mn 0.47 -0.04 -0.48
Cl -0.11 1.43 -2.12
Cl 2.27 -1.32 -0.84
C -2.33 1.62 0.23
O -1.43 1.03 0.85
N -3.40 2.14 0.87
C -3.54 1.98 2.31
C -4.49 2.81 0.19
H -2.32 1.77 -0.87
H -2.63 1.51 2.72
H -4.42 1.35 2.52
H -3.69 2.97 2.76
H -4.29 2.82 -0.89
H -4.58 3.84 0.57
H -5.44 2.27 0.38
H -0.10 -3.95 -0.11
H -2.54 -4.10 0.85
C 0.26 -3.72 0.91
C -2.01 -4.02 1.82
N -0.83 -3.19 1.71
H 1.07 -2.99 0.86
C -0.78 -1.94 2.24
O 0.15 -1.14 2.08
H -2.69 -3.58 2.57
H -1.69 -1.70 2.84
H 0.63 -4.65 1.37
H -1.73 -5.03 2.14
O -0.99 -1.32 -0.72
C -1.82 -1.43 -1.80
C -3.83 -1.23 -0.19
C -3.24 -0.96 -1.43
H -3.22 -1.71 0.59
C -5.17 -0.88 0.03
H -1.48 -0.77 -2.63
C -3.97 -0.31 -2.43
H -5.62 -1.13 0.99
C -5.90 -0.25 -0.97
C -5.30 0.04 -2.21
H -3.45 -0.10 -3.38
H -6.95 0.00 -0.81
H -5.86 0.51 -3.02
Si 6.01 -2.44 -1.68
Cl 4.54 -3.74 -2.39
C 6.32 -2.92 0.10
C 5.28 -0.81 -2.22
C 7.80 -2.54 -2.40
H 5.37 -3.16 0.59
H 6.81 -2.10 0.65
H 6.98 -3.80 0.17
H 8.34 -3.46 -2.12
H 8.37 -1.70 -1.97
H 7.86 -2.44 -3.49
H 4.23 -0.77 -1.90
H 5.30 -0.76 -3.32
H 5.81 0.05 -1.80
C 2.01 4.96 1.45
C 1.43 3.76 2.20
C 1.30 2.60 1.32
N 1.21 1.72 0.58
H 3.00 4.71 1.04
H 2.15 5.80 2.13
H 1.34 5.29 0.65
H 2.09 3.52 3.05
H 0.45 3.99 2.62
```

* HOMO energy (spin up / spin down): -8.588 / -8.637 eV
* electronic energy: -4112.2012 hartree
* Kohn-Sham gap (spin up / spin down): 6.7 / 9.0 eV
* multiplicity: 5
* relative energy (zero: lowest compared OMol25 entry of this formula, charge and spin): 11.0 kcal/mol


Record 4
Entry from the OMol25 dataset: a molecular structure, C23H41CuN8SSi2 in a non-equilibrium geometry (ωB97M-V/def2-TZVPD).

The geometry in XYZ format:
```
76
Properties=species:S:1:pos:R:3
Cu -0.05 -0.19 0.11
N -1.32 0.12 4.76
C -1.39 -0.14 3.39
S -1.66 -1.75 2.95
N -1.32 0.96 2.68
N -1.15 1.02 1.36
C -1.71 2.05 0.82
C -1.64 2.33 -0.60
C -2.30 3.44 -1.15
C -2.24 3.65 -2.51
C -1.51 2.76 -3.30
C -0.89 1.69 -2.67
N -0.95 1.49 -1.36
H -1.80 -0.57 5.31
H -1.54 1.08 5.01
H -2.30 2.71 1.45
H -2.86 4.11 -0.51
H -2.74 4.49 -2.97
H -1.44 2.88 -4.37
H -0.31 0.96 -3.23
C 3.93 1.59 -2.65
Si 2.78 1.22 -1.17
C 1.88 2.86 -0.87
C 4.01 1.00 0.27
N 1.65 -0.06 -1.23
C 1.44 -0.99 -2.17
C 2.38 -1.27 -3.21
C 2.13 -2.17 -4.21
C 0.92 -2.89 -4.22
C 0.00 -2.69 -3.23
C 0.18 -1.74 -2.18
N -0.75 -1.49 -1.26
Si -2.40 -2.00 -1.36
C -3.51 -0.92 -0.30
C -3.12 -1.79 -3.11
C -2.62 -3.81 -0.83
H 4.41 2.56 -2.51
H 3.37 1.64 -3.60
H 4.72 0.85 -2.76
H 2.59 3.64 -0.57
H 1.14 2.74 -0.07
H 1.36 3.20 -1.76
H 4.88 1.64 0.14
H 4.36 -0.03 0.34
H 3.55 1.27 1.22
H 3.32 -0.76 -3.18
H 2.87 -2.34 -4.98
H 0.72 -3.62 -5.00
H -0.91 -3.28 -3.21
H -3.36 0.13 -0.55
H -3.29 -1.05 0.76
H -4.56 -1.16 -0.47
H -3.10 -0.73 -3.38
H -4.16 -2.12 -3.15
H -2.57 -2.33 -3.88
H -2.21 -3.96 0.17
H -2.13 -4.51 -1.51
H -3.68 -4.07 -0.80
C 2.39 -3.01 4.52
C 2.67 -1.80 3.63
C 2.58 -0.52 4.48
C 4.08 -1.91 3.05
N 1.70 -1.88 2.54
N 1.52 -0.71 1.75
H 3.08 -3.04 5.36
H 2.48 -3.93 3.95
H 1.37 -2.95 4.91
H 3.20 -0.63 5.38
H 1.55 -0.33 4.79
H 2.95 0.35 3.94
H 4.82 -1.93 3.86
H 4.31 -1.05 2.41
H 4.17 -2.82 2.46
H 0.78 -2.13 2.88
H 2.32 -0.61 1.15
H 1.41 0.13 2.32
```

* HOMO energy (spin up / spin down): -3.687 / -3.916 eV
* electronic energy: -3956.8580 hartree
* Kohn-Sham gap (spin up / spin down): 6.4 / 6.0 eV
* net charge: -1
* multiplicity: 2
* relative energy (zero: lowest compared OMol25 entry of this formula, charge and spin): 14.1 kcal/mol


Record 5
Entry from the OMol25 dataset: a molecular structure, C23H41IrN10O5SSeSi in a non-equilibrium geometry (ωB97M-V/def2-TZVPD).

The geometry in XYZ format:
```
83
Properties=species:S:1:pos:R:3
Ir 0.61 -0.73 -1.28
C -1.08 -2.34 1.41
C -1.34 -0.87 1.73
C -2.84 -0.63 1.80
C -0.65 -0.44 3.01
O -0.76 -0.04 0.62
Si -1.22 1.49 0.20
S 0.21 1.66 -1.47
O -1.05 2.57 1.34
C -0.19 3.56 1.96
C -0.77 3.82 3.34
C 1.22 2.99 2.06
C -0.21 4.81 1.10
O -2.66 1.44 -0.46
C -3.69 2.32 -1.01
C -3.42 3.75 -0.58
C -5.01 1.82 -0.48
C -3.61 2.18 -2.52
H -1.13 -2.93 2.33
H -0.09 -2.47 0.98
H -1.82 -2.73 0.71
H -3.28 -1.32 2.51
H -3.31 -0.79 0.82
H -3.07 0.39 2.13
H -1.08 -0.99 3.86
H -0.81 0.63 3.18
H 0.42 -0.64 2.97
H -0.72 2.92 3.95
H -1.81 4.14 3.25
H -0.20 4.61 3.83
H 1.20 2.02 2.57
H 1.87 3.67 2.60
H 1.63 2.86 1.05
H -1.22 5.23 1.06
H 0.12 4.59 0.08
H 0.46 5.57 1.52
H -3.41 3.83 0.51
H -4.20 4.41 -0.97
H -2.46 4.11 -0.96
H -5.07 1.95 0.60
H -5.14 0.76 -0.72
H -5.83 2.37 -0.95
H -2.63 2.51 -2.89
H -4.38 2.79 -3.00
H -3.77 1.13 -2.81
N 1.97 -0.52 -3.80
N 1.08 -0.98 -4.77
C -0.21 -1.27 -4.49
N -0.99 -1.66 -5.48
N -0.57 -1.17 -3.20
N -1.83 -1.45 -2.78
O -2.77 -1.66 -3.53
O -1.88 -1.53 -1.55
H 2.14 0.47 -3.95
H 2.83 -1.03 -3.87
H 1.39 -1.01 -5.73
H -0.64 -1.74 -6.43
H -1.96 -1.80 -5.29
Se 3.46 1.27 -0.69
N 2.57 -0.16 -0.07
C 3.20 -0.56 1.02
C 2.85 -1.68 1.84
C 3.62 -1.95 2.92
C 4.77 -1.16 3.28
C 5.14 -0.09 2.54
C 4.37 0.24 1.38
N 4.66 1.23 0.57
H 1.99 -2.29 1.60
H 3.36 -2.80 3.55
H 5.34 -1.43 4.16
H 6.01 0.51 2.78
N 4.10 -4.85 0.05
C 2.90 -4.50 -0.46
C 2.64 -3.22 -0.96
N 1.45 -2.89 -1.43
C 0.49 -3.83 -1.45
C 0.75 -5.10 -0.95
N 1.94 -5.43 -0.45
H 4.88 -4.22 0.05
H 4.24 -5.80 0.35
H 3.42 -2.46 -0.98
H -0.48 -3.57 -1.85
H -0.01 -5.86 -0.96
```

* HOMO energy (spin up / spin down): -13.361 / -13.920 eV
* electronic energy: -5017.6975 hartree
* Kohn-Sham gap (spin up / spin down): 7.1 / 5.8 eV
* net charge: +2
* multiplicity: 5
* relative energy (zero: lowest compared OMol25 entry of this formula, charge and spin): 2.8 kcal/mol


Record 6
Entry from the OMol25 dataset: a molecular structure, C23H41N2OP3Pd in a non-equilibrium geometry (ωB97M-V/def2-TZVPD).

The geometry in XYZ format:
```
71
Properties=species:S:1:pos:R:3
Pd 0.41 -0.71 0.11
P 2.19 -1.26 1.57
P 1.39 2.91 -0.42
P -0.89 -2.65 0.09
H 1.40 1.49 -3.90
C 0.42 1.48 -4.41
C -0.40 2.54 -4.63
H -0.12 3.61 -4.67
C 3.47 -2.22 0.68
C 3.07 0.02 2.56
C 1.71 -2.40 2.93
C 1.74 4.61 -1.04
C 1.21 3.32 1.37
C 3.10 2.23 -0.44
C -2.58 -2.61 -0.60
C -1.18 -3.36 1.76
C -0.06 -4.02 -0.80
H 0.13 0.54 -4.86
H -1.42 2.33 -5.01
H 4.14 -2.77 1.35
H 4.05 -1.55 0.04
H 2.96 -2.94 0.02
H 4.08 -0.31 2.85
H 2.52 0.25 3.47
H 3.17 0.95 1.99
H 2.56 -2.96 3.36
H 1.03 -3.15 2.52
H 1.17 -1.88 3.73
H 2.17 5.25 -0.25
H 0.79 5.03 -1.37
H 2.43 4.55 -1.89
H 2.03 3.99 1.67
H 1.22 2.41 1.98
H 0.25 3.83 1.49
H 3.79 3.01 -0.08
H 3.35 1.96 -1.48
H 3.15 1.34 0.20
H -3.19 -3.42 -0.15
H -2.52 -2.75 -1.68
H -3.04 -1.63 -0.38
H -2.12 -3.93 1.78
H -1.20 -2.56 2.51
H -0.36 -4.06 1.98
H -0.81 -4.60 -1.36
H 0.44 -4.66 -0.06
H 0.68 -3.60 -1.49
C -2.26 1.02 -2.60
C -0.93 0.63 -2.34
C -0.47 -0.60 -2.83
C -1.37 -1.44 -3.47
C -2.73 -1.15 -3.51
C -3.22 0.04 -2.94
O -2.67 2.33 -2.66
H -1.94 2.96 -2.59
H -0.22 1.33 -1.86
H 0.60 -0.84 -2.81
H -0.97 -2.35 -3.93
H -3.40 -1.91 -3.96
H -4.28 0.22 -2.78
N -0.84 0.16 6.48
C -1.15 0.38 5.37
C -1.51 0.60 3.97
C -2.79 1.02 3.59
C -3.08 1.15 2.23
C -2.14 0.68 1.30
N -0.93 0.26 1.68
C -0.57 0.31 2.98
H -3.53 1.28 4.34
H -4.01 1.53 1.87
H -2.38 0.66 0.23
H 0.48 0.10 3.22
```

* HOMO energy (spin up / spin down): -20.210 / -20.468 eV
* electronic energy: -2235.9526 hartree
* Kohn-Sham gap (spin up / spin down): 8.1 / 4.6 eV
* net charge: +4
* multiplicity: 5
* relative energy (zero: lowest compared OMol25 entry of this formula, charge and spin): 0.0 kcal/mol